[1]
{
  "formula": "C6H6Si",
  "method": "the ωB97M-V functional and the def2-TZVPD basis",
  "e_lumo_ev": 0.2,
  "elements": ["C", "C", "C", "C", "C", "C", "Si", "H", "H", "H", "H", "H", "H"],
  "xyz": [[0.11219, 3.26671, 0.40394], [2.92463, -1.25290, 0.22086], [0.02877, 2.15090, -0.03748], [1.91556, -0.69361, -0.10495], [-1.61313, -1.78310, 0.17288], [-1.53546, -0.46422, 0.07500], [-0.11025, 0.45281, -0.73358], [0.19224, 4.23822, 0.79990], [3.80048, -1.76450, 0.50470], [-2.46753, -2.28406, 0.60501], [-0.81358, -2.42042, -0.16910], [-2.35502, 0.13678, 0.45678], [-0.07891, 0.41740, -2.19396]]
}

***

[2]
{
  "formula": "C6H72NO30",
  "method": "the ωB97M-V functional and the def2-TZVPD basis",
  "charge": 1,
  "e_lumo_ev": -2.1,
  "elements": ["C", "O", "C", "C", "N", "H", "H", "C", "C", "O", "C", "H", "H", "H", "H", "H", "H", "H", "H", "H", "H", "H", "H", "H", "H", "O", "H", "H", "O", "H", "H", "O", "H", "H", "O", "H", "H", "O", "H", "H", "O", "H", "H", "O", "H", "H", "O", "H", "H", "O", "H", "H", "O", "H", "H", "O", "H", "H", "O", "H", "H", "O", "H", "H", "O", "H", "H", "O", "H", "H", "O", "H", "H", "O", "H", "H", "O", "H", "H", "O", "H", "H", "O", "H", "H", "O", "H", "H", "O", "H", "H", "O", "H", "H", "O", "H", "H", "O", "H", "H", "O", "H", "H", "O", "H", "H", "O", "H", "H"],
  "xyz": [[10.53200, 34.87200, 46.28200], [10.19400, 33.97300, 45.09700], [9.03600, 33.18700, 45.27700], [8.93300, 32.24600, 44.08500], [7.59400, 31.46600, 44.10300], [7.56100, 30.96800, 45.04200], [6.91400, 32.01600, 44.17500], [7.38200, 30.50800, 43.00000], [7.58400, 31.14100, 41.66300], [7.47600, 30.14600, 40.66100], [7.26200, 30.45000, 39.29700], [11.62600, 35.14300, 46.14700], [10.62600, 34.33200, 47.17700], [9.78100, 35.51000, 46.21200], [8.10100, 33.91500, 45.18800], [9.03600, 32.71800, 46.06600], [9.67800, 31.49200, 44.06900], [9.01200, 32.82400, 43.24700], [6.28200, 30.11500, 42.99500], [7.85900, 29.45100, 42.92200], [8.39700, 31.56400, 41.55700], [6.79800, 31.93200, 41.59000], [8.31600, 30.79900, 38.69800], [6.51000, 31.18500, 39.09600], [6.79600, 29.61600, 38.79500], [5.33800, 27.13100, 38.86700], [4.88400, 26.36600, 38.55900], [5.79900, 27.01200, 39.71000], [10.88700, 32.75300, 49.74800], [11.50300, 33.41200, 49.46800], [11.24100, 32.27100, 50.47700], [10.82600, 30.79000, 47.76600], [11.77000, 30.82800, 48.12900], [10.34500, 31.48700, 48.35400], [12.26800, 34.28400, 43.17200], [12.97300, 34.73900, 43.65100], [11.72200, 34.19300, 43.80300], [4.80000, 28.27500, 44.31400], [5.46100, 28.61600, 44.80800], [5.24300, 27.51300, 43.77800], [7.50700, 27.92600, 45.32600], [8.21900, 27.42100, 45.00100], [7.87600, 28.61500, 45.75700], [5.57700, 33.36100, 44.09800], [5.02600, 33.44400, 43.20100], [5.65900, 34.18600, 44.47200], [13.04900, 31.59300, 43.41400], [12.21800, 31.15700, 43.11800], [13.14400, 32.32800, 42.92600], [11.22900, 31.38100, 38.28300], [11.80600, 31.90500, 38.76600], [11.93300, 30.83200, 37.89400], [3.69700, 31.41500, 38.16000], [2.86400, 31.52500, 37.58500], [3.44700, 30.65100, 38.75400], [8.12400, 30.24800, 46.63300], [7.67100, 30.73400, 47.26100], [8.94400, 30.47700, 46.94400], [7.45800, 34.84800, 41.24900], [7.11400, 35.64900, 41.84900], [6.78400, 34.67300, 40.64300], [9.00100, 31.96100, 36.35700], [9.01000, 33.03900, 36.41200], [9.83800, 31.78400, 36.83800], [10.55900, 28.47900, 39.78000], [9.89700, 28.43000, 39.00100], [11.32500, 27.87200, 39.45400], [10.09000, 35.77300, 42.67700], [9.36600, 35.36700, 42.13200], [10.87000, 35.26700, 42.88800], [10.24300, 33.20800, 40.39400], [10.76300, 33.95900, 40.23700], [10.40600, 32.69400, 39.65200], [4.82700, 31.18300, 46.09100], [4.80100, 32.03200, 45.59400], [3.93800, 30.92200, 46.11000], [5.76200, 35.81900, 45.35500], [4.95100, 35.72800, 45.75700], [6.34900, 36.04100, 46.20100], [3.95700, 32.63200, 41.71300], [3.24500, 32.49300, 41.18100], [4.48600, 33.28800, 41.19600], [5.28100, 34.13900, 39.79900], [4.67000, 34.62100, 39.50200], [5.62400, 33.42600, 39.43000], [7.79200, 34.98500, 48.94300], [8.30000, 35.33000, 49.78700], [8.22900, 35.58700, 48.42700], [7.53100, 36.80900, 46.97800], [7.86100, 36.98000, 46.10700], [7.38500, 37.75200, 47.38900], [11.12300, 38.32000, 45.82800], [11.31000, 37.88300, 46.76200], [10.24400, 37.76600, 45.34000], [10.86300, 29.89500, 42.46400], [10.53700, 29.71600, 41.46000], [11.13200, 29.01400, 42.71300], [13.25100, 33.45700, 47.96100], [14.03500, 33.25600, 48.31700], [13.35700, 32.82800, 47.15300], [6.59900, 27.83700, 36.26400], [6.34800, 27.70400, 37.00600], [6.62700, 28.76000, 36.00500], [14.63800, 35.90200, 46.81900], [14.29100, 35.95900, 46.01100], [14.19700, 35.15800, 47.24300], [8.88400, 37.21700, 44.55200], [9.47700, 36.47800, 44.21400], [8.84700, 37.93400, 43.85000]]
}

***

[3]
{
  "formula": "C6H74NO31",
  "method": "the ωB97M-V functional and the def2-TZVPD basis",
  "charge": 1,
  "e_lumo_ev": -2.3,
  "elements": ["C", "O", "C", "C", "N", "H", "H", "C", "C", "O", "C", "H", "H", "H", "H", "H", "H", "H", "H", "H", "H", "H", "H", "H", "H", "O", "H", "H", "O", "H", "H", "O", "H", "H", "O", "H", "H", "O", "H", "H", "O", "H", "H", "O", "H", "H", "O", "H", "H", "O", "H", "H", "O", "H", "H", "O", "H", "H", "O", "H", "H", "O", "H", "H", "O", "H", "H", "O", "H", "H", "O", "H", "H", "O", "H", "H", "O", "H", "H", "O", "H", "H", "O", "H", "H", "O", "H", "H", "O", "H", "H", "O", "H", "H", "O", "H", "H", "O", "H", "H", "O", "H", "H", "O", "H", "H", "O", "H", "H", "O", "H", "H"],
  "xyz": [[2.05513, -3.16067, 3.01069], [1.84645, -2.10758, 2.03680], [0.79710, -1.26309, 2.23945], [0.57845, -0.45824, 0.92954], [-0.07404, 0.71555, 1.11859], [-1.09750, 0.45567, 1.27506], [0.45170, 1.15883, 1.88362], [-0.26946, 1.66369, -0.05563], [-0.86121, 1.00592, -1.30527], [-0.89470, 2.08729, -2.27350], [0.30348, 2.28333, -3.08734], [0.98384, -3.54582, 3.38143], [2.76734, -2.90207, 3.95493], [2.46616, -4.01147, 2.57328], [1.00709, -0.65024, 2.97866], [-0.03309, -1.81728, 2.39796], [0.04487, -1.13649, 0.23995], [1.37697, -0.19763, 0.32446], [0.72561, 1.90940, -0.29307], [-0.89578, 2.39279, 0.26999], [-1.97739, 1.02888, -1.13560], [-0.36748, 0.21938, -1.61028], [0.87523, 1.40155, -3.57465], [0.98875, 3.01028, -2.80858], [0.22103, 2.85403, -4.10319], [1.61601, 2.15372, 2.77471], [1.28404, 1.65504, 3.40771], [1.84140, 3.02255, 2.95910], [-1.74051, -3.72058, 1.40080], [-2.03102, -4.69140, 1.64456], [-2.24282, -3.44965, 0.50570], [-0.40663, -5.71922, 3.44144], [0.51861, -6.03464, 3.51167], [-0.36723, -5.01517, 4.13704], [-1.40112, 4.04311, -2.40368], [-0.98812, 4.34871, -3.20113], [-1.41875, 2.91893, -2.55045], [-0.25490, 1.45314, 4.62979], [-0.51389, 2.34012, 4.35741], [-1.05099, 0.94693, 4.66295], [-2.35229, -2.55956, 3.81720], [-3.17214, -2.97083, 4.15100], [-2.33176, -3.06109, 3.02345], [0.80794, -5.06801, 0.53377], [0.28789, -4.78428, 1.31897], [0.20990, -4.88530, -0.31932], [2.70442, 3.42514, -3.97679], [3.16845, 4.00355, -4.67776], [1.92290, 3.93402, -3.98090], [-2.24175, -1.25258, -3.25937], [-1.38094, -1.34605, -3.39097], [-2.45379, -1.79972, -3.97058], [2.90415, -3.77183, -0.79729], [2.21642, -4.14407, -0.20635], [2.69953, -4.11767, -1.77696], [2.98350, 3.17032, -1.50270], [2.59649, 3.61157, -2.40594], [2.88938, 2.29976, -1.43446], [-3.19321, 1.28115, -4.20136], [-2.66697, 0.48512, -4.05745], [-3.45143, 1.09270, -5.03962], [-3.43369, 2.21849, -1.74434], [-3.41101, 1.92109, -2.61771], [-4.34130, 2.90041, -1.73928], [-1.62313, 3.35111, 3.59080], [-1.08840, 4.18318, 3.49456], [-1.92409, 3.00773, 2.75732], [4.87363, -2.39569, 0.92562], [4.33700, -3.15620, 0.59126], [5.03780, -1.61788, 0.31854], [5.34760, -3.02756, 5.76830], [5.94994, -3.71883, 5.45746], [5.33785, -2.25183, 5.19367], [-4.48896, -1.07982, 0.27486], [-3.76914, -0.53645, 0.67863], [-4.67160, -0.72936, -0.53374], [3.27593, 1.08072, -1.07372], [3.85007, 1.06293, -0.32417], [3.79851, 0.77610, -1.92695], [-0.31115, -4.31832, 5.90307], [-0.29684, -3.34333, 6.01781], [0.61210, -4.51466, 6.21883], [-2.19631, -0.35938, 1.90855], [-2.55166, 0.37509, 2.44089], [-2.38318, -1.14951, 2.50492], [0.23181, 0.99750, -6.33744], [1.02056, 1.60193, -6.42627], [-0.33979, 1.47617, -5.69600], [-5.18395, 0.18388, -2.02871], [-4.71264, -0.45255, -2.67196], [-4.54093, 0.90440, -2.02752], [0.14072, 4.24043, 0.30688], [-0.32679, 4.42772, -0.55805], [1.04278, 4.31815, 0.00627], [-1.55994, 3.18682, -5.51195], [-2.06107, 3.48571, -6.28588], [-2.06783, 2.73093, -4.98324], [-0.08360, -1.46112, -3.83749], [0.10284, -1.25239, -4.70514], [0.60637, -1.61420, -3.20011], [0.40591, 5.10588, -4.26301], [0.45564, 5.99756, -4.24919], [0.11943, 5.01789, -5.13572], [-3.06553, 2.47142, 1.37421], [-3.86634, 2.73320, 1.66476], [-3.34438, 2.94566, 0.54742], [1.78747, -1.52487, -1.84891], [2.25450, -2.14734, -1.34670], [2.53355, -0.90217, -1.95225], [2.55448, -3.52987, 6.43397], [2.53312, -2.70230, 6.95550], [3.42427, -3.64635, 6.19988]]
}

***

The evaluated ΔE to the lowest compared entry with this formula, charge and spin for the records listed, in turn: 25.1, 98.6, 67.7 kcal per mole.